Record 1
C27H22IrN6O9 | ωB97M-V/def2-TZVPD

Geometry as XYZ:
```
65
C27H22IrN6O9 ωB97M-V/def2-TZVPD
Ir -0.34437 -0.04017 0.39441
O -1.42981 -1.77019 0.41348
C -1.37481 -2.67265 1.27539
C -0.63197 -2.66849 2.47389
C -0.79126 -3.77854 3.33584
C -0.12319 -3.81898 4.51299
C 0.73055 -2.76942 4.90198
C 0.90187 -1.68998 4.08807
C 0.22179 -1.59031 2.84931
O 0.42978 -0.51716 2.15852
N -0.28990 -4.98092 5.39730
O -1.04530 -5.85775 5.03201
O 0.34086 -4.98227 6.43279
H -1.99275 -3.55392 1.08098
H -1.44863 -4.59640 3.06916
H 1.24058 -2.83931 5.85252
H 1.55973 -0.87648 4.35983
O -4.05422 6.02166 0.27894
N -2.85310 6.17602 0.29429
O -2.29312 7.24409 0.28816
C -1.98961 4.95578 0.32516
C -0.66999 5.18572 0.39800
C 0.27414 4.10916 0.46064
C 1.66291 4.28435 0.60016
C 2.47328 3.18171 0.67084
C 1.91326 1.90172 0.58406
N 0.61004 1.72948 0.43276
C -0.20910 2.81433 0.39854
C -1.61897 2.56584 0.34288
N -1.99016 1.25449 0.35295
C -3.26695 0.93146 0.32416
C -4.25644 1.91458 0.27815
C -3.90773 3.23920 0.25612
C -2.54314 3.61357 0.30274
H -0.32546 6.21101 0.42667
H 2.06723 5.28622 0.67236
H 3.54240 3.27724 0.79261
H 2.51813 1.00491 0.65099
H -3.50131 -0.12501 0.32677
H -5.29630 1.62217 0.25749
H -4.66790 3.99754 0.20147
C 1.96851 1.00575 -3.70325
C 1.18421 -0.21671 -4.17334
C 1.13818 -1.35013 -3.13141
C 0.24831 -2.50342 -3.65024
C 0.10364 -3.66213 -2.66745
C 2.54907 -1.89455 -2.93395
O 3.20408 -2.30110 -3.85663
N 3.05237 -1.91313 -1.63937
C 2.43564 -1.42604 -0.49837
O 2.98563 -1.41307 0.57472
N 1.15877 -0.92818 -0.69543
C 0.54927 -0.83013 -1.86063
O -0.57750 -0.26117 -1.81189
H 2.00144 1.75598 -4.49193
H 3.00022 0.74693 -3.45304
H 1.50062 1.46584 -2.82744
H 1.63796 -0.62571 -5.07546
H 0.15722 0.06662 -4.40560
H 0.69450 -2.85465 -4.58060
H -0.73315 -2.08630 -3.87957
H 1.07328 -4.09011 -2.40384
H -0.49387 -4.45541 -3.11385
H -0.39710 -3.34427 -1.74894
H 3.98761 -2.27918 -1.51789
```

## Properties
E_LUMO, Ha: -0.1616
HOMO, eV: -11.363
Gap between HOMO and LUMO, eV: 7.0
Relative energy (zero: lowest compared OMol25 entry of this formula, charge and spin), eV: 0.860
F_max, eV/A: 3.04
Charge: +1
Energy, eV: -58555.22556

Record 2
C27H23AgN3O2S5 | ωB97M-V/def2-TZVPD

Geometry as XYZ:
```
61
C27H23AgN3O2S5 ωB97M-V/def2-TZVPD
Ag -0.78568 0.73963 1.62389
S 0.11873 3.11860 1.28726
C -1.28709 3.98504 0.72881
C -1.10021 5.29138 0.24905
C -2.13415 6.08674 -0.21349
C -1.84681 7.41095 -0.70964
N -1.61122 8.46257 -1.11392
C -3.44037 5.57856 -0.20020
C -3.65187 4.29363 0.26883
C -2.61936 3.46122 0.72670
S -3.05293 1.85245 1.24381
C -4.55955 6.35855 -0.67131
N -5.45420 6.97267 -1.05503
H -0.09408 5.69058 0.24594
H -4.66199 3.90505 0.28321
O 1.99825 0.47909 1.97358
S 3.41180 0.51539 1.50700
C 3.79379 -1.23484 1.20938
C 2.79856 -1.87999 0.24563
C 2.55032 -3.36796 0.51666
C 1.66098 -3.67652 1.71807
S -0.03811 -3.03962 1.72267
O 0.07865 -1.56207 1.87695
C -0.45897 -3.33608 0.01575
C -0.65424 -4.63066 -0.44431
C -0.99420 -4.82984 -1.77408
C -1.14980 -3.73677 -2.62008
C -0.97394 -2.44833 -2.13823
C -0.62994 -2.23928 -0.80748
C 3.44284 1.01269 -0.20716
C 2.25225 1.25718 -0.86541
C 2.29523 1.64594 -2.19954
C 3.51108 1.77695 -2.85392
C 4.70279 1.54020 -2.17360
C 4.67122 1.16810 -0.83902
H 3.73859 -1.66661 2.21180
H 4.82785 -1.29365 0.86153
H 3.15519 -1.75778 -0.77752
H 1.85285 -1.34021 0.32399
H 3.50314 -3.88351 0.67888
H 2.10585 -3.81577 -0.37437
H 2.04834 -3.23559 2.64104
H 1.56461 -4.75365 1.87699
H -0.54785 -5.47529 0.22774
H -1.14602 -5.83392 -2.14862
H -1.42093 -3.89276 -3.65642
H -1.11227 -1.59738 -2.79271
H -0.51475 -1.24302 -0.39773
H 1.31433 1.19526 -0.32489
H 1.36985 1.86961 -2.71488
H 3.53621 2.08276 -3.89219
H 5.65255 1.66392 -2.67824
H 5.59492 1.00830 -0.29270
S -5.40071 -1.95285 1.21263
C -4.55859 -2.35907 2.64303
C -3.26555 -1.96635 2.53258
N -2.92451 -1.36480 1.34354
C -3.95650 -1.29341 0.56497
H -5.04807 -2.83299 3.47680
H -2.51224 -2.06832 3.30092
H -3.94405 -0.81413 -0.40298
```

## Properties
E_LUMO, Ha: 0.0641
HOMO, eV: -3.505
Gap between HOMO and LUMO, eV: 5.2
Relative energy (zero: lowest compared OMol25 entry of this formula, charge and spin), eV: 1.258
F_max, eV/A: 0.61
Charge: -1
Energy, eV: -95113.62068

Record 3
C27H23B2F16NO11 | ωB97M-V/def2-TZVPD

Geometry as XYZ:
```
80
C27H23B2F16NO11 ωB97M-V/def2-TZVPD
N 4.08428 -0.61491 4.41040
C 3.61520 -0.16211 3.16654
O 3.03679 -0.94329 2.43073
C 3.92677 1.29022 2.82014
C 2.80595 1.93690 1.95211
C 2.00420 2.96301 2.72633
C 2.67437 3.94965 3.41982
C 2.03024 4.91057 4.15344
C 0.64982 4.86469 4.21568
C -0.02824 3.90028 3.53592
C 0.62088 2.93784 2.75747
C -0.23034 1.95443 2.01522
O 0.11778 1.34946 1.01495
C -1.64403 1.72584 2.52006
C -2.26851 0.56718 2.11760
C -3.56063 0.31708 2.51429
O -4.28972 -0.76200 2.15438
B -3.55540 -1.96363 2.04629
O -3.05503 -2.62807 3.14738
O -3.39134 -2.50382 0.78253
C -4.18093 1.25852 3.35269
O -5.47248 1.04618 3.80770
B -5.34951 0.56972 5.12907
O -4.78573 -0.70457 5.29479
O -5.75149 1.32390 6.21161
C -3.56041 2.40646 3.74489
C -2.26659 2.65960 3.30887
C -1.53304 3.91341 3.66094
O -2.13363 4.89399 4.06565
H 4.04686 0.13835 5.08811
H 3.52028 -1.40167 4.71081
H 4.87987 1.31272 2.28086
H 4.06807 1.81701 3.76928
H 3.27610 2.40516 1.08016
H 2.21104 1.11077 1.56517
H 3.76052 3.99000 3.37825
H 2.57626 5.68880 4.67393
H 0.10576 5.58988 4.81106
H -1.73736 -0.11955 1.46356
H -2.26808 -2.16429 3.45816
H -2.73690 -2.00796 0.27838
H -3.87343 -0.55844 5.57680
H -4.96416 1.48814 6.74563
H -4.06759 3.13898 4.36557
F 2.59322 -4.00411 -2.86085
C 1.79653 -3.05802 -2.33573
F 0.91513 -2.70285 -3.30583
C 2.57384 -1.82111 -1.88066
F 3.15848 -1.21672 -2.94003
F 1.65108 -0.94154 -1.39826
C 3.61985 -2.00845 -0.76319
O 4.99096 -2.12457 -1.14925
C 5.52665 -3.34998 -1.50351
F 4.66928 -4.34910 -1.23185
F 6.60361 -3.54411 -0.71011
C 6.00327 -3.36935 -2.95851
F 4.99146 -3.11527 -3.80858
F 6.49510 -4.59219 -3.26266
H 1.23130 -3.49452 -1.50787
H 3.59239 -1.08474 -0.18681
H 3.33082 -2.78640 -0.05763
H 6.78382 -2.62202 -3.11491
F -3.34199 -2.49134 -6.26753
C -2.84753 -2.44692 -5.01794
F -3.76712 -3.02706 -4.20954
C -2.58631 -1.01437 -4.54514
F -3.74072 -0.31755 -4.47215
F -2.11096 -1.10951 -3.27124
C -1.54671 -0.18835 -5.33280
O -2.02508 0.74444 -6.30177
C -2.29560 0.34504 -7.59944
F -1.85771 -0.90618 -7.82095
F -1.57346 1.15110 -8.40895
C -3.77434 0.51888 -7.95686
F -4.56275 -0.20628 -7.14356
F -3.99151 0.09402 -9.22278
H -1.93207 -3.04396 -4.97663
H -1.06457 0.44336 -4.58722
H -0.74911 -0.81288 -5.73475
H -4.06573 1.56822 -7.87778
```

## Properties
E_LUMO, Ha: -0.0453
HOMO, eV: -9.572
Gap between HOMO and LUMO, eV: 8.3
F_max, eV/A: 1.68
Structure (SMILES): NC(=O)CCc1cccc2c1C(=O)c1cc(OB(O)O)c(OB(O)O)cc1C2=O.FC(F)C(F)(F)COC(F)(F)C(F)F.FC(F)C(F)(F)COC(F)(F)C(F)F
Energy, eV: -97224.07854

Record 4
C27H23CdN7O7S | ωB97M-V/def2-TZVPD

Geometry as XYZ:
```
66
C27H23CdN7O7S ωB97M-V/def2-TZVPD
Cd 0.05726 -0.15509 -0.82062
O -2.57092 -2.16323 2.69022
C -3.29441 -2.85981 1.79382
C -4.51394 -3.40575 2.19574
C -5.29178 -4.10837 1.29018
C -4.86954 -4.27196 -0.02587
C -3.64903 -3.73925 -0.41527
C -2.84389 -3.04973 0.48153
C -1.52181 -2.49528 0.06939
O -1.04027 -1.54547 0.79210
N -0.94274 -3.06589 -0.96117
N 0.24686 -2.40829 -1.21755
C 1.14067 -3.00988 -1.88913
C 2.48725 -2.45038 -2.06015
C 3.28822 -2.97327 -3.07153
C 4.61116 -2.60054 -3.25903
C 5.16480 -1.69306 -2.34939
C 4.40901 -1.16276 -1.32532
C 3.02089 -1.46352 -1.14857
O 2.34300 -0.89708 -0.23008
H -1.82891 -1.75152 2.16115
H -4.83374 -3.25062 3.21901
H -6.24335 -4.51908 1.61124
H -5.49016 -4.79595 -0.74199
H -3.29081 -3.83192 -1.43133
H 0.92774 -4.00470 -2.29439
H 2.84336 -3.70906 -3.73689
H 5.19910 -3.01946 -4.06610
H 6.20788 -1.40462 -2.44579
H 4.83874 -0.45713 -0.62231
N -0.14925 3.15323 3.31465
C -1.29338 2.33924 3.21552
C -2.14291 2.21499 4.31686
C -3.28569 1.45031 4.15555
C -3.53450 0.83782 2.93560
C -2.61787 1.02103 1.90938
N -1.52153 1.76631 2.05065
C 0.93819 3.16058 2.44593
C 1.69394 4.33355 2.31204
C 2.80922 4.30401 1.49768
C 3.14455 3.12322 0.84873
C 2.33812 2.01503 1.05953
N 1.25532 2.03392 1.83705
H -0.24049 3.96673 3.90050
H -1.89890 2.68318 5.26347
H -3.96870 1.31869 4.98755
H -4.40610 0.21879 2.77649
H -2.76143 0.57913 0.92840
H 1.39562 5.23994 2.82665
H 3.40605 5.19940 1.36383
H 4.00059 3.05486 0.19072
H 2.56639 1.05593 0.59942
O -3.11459 0.06837 -1.32850
S -2.13561 0.88265 -2.05781
O -2.73945 1.84599 -2.96934
O -1.27141 1.61248 -1.01582
O -1.15761 -0.01547 -2.76780
N 3.02949 2.34048 -3.53099
C 2.10277 3.29370 -3.15107
C 1.21996 2.64356 -2.34886
N 1.59024 1.31915 -2.22907
C 2.67111 1.17133 -2.94684
H 3.82324 2.47455 -4.13249
H 2.15547 4.31216 -3.49086
H 0.31529 2.98894 -1.87385
H 3.22324 0.25490 -3.08490
```

## Properties
E_LUMO, Ha: 0.1624
HOMO, eV: -1.928
Gap between HOMO and LUMO, eV: 6.3
Relative energy (zero: lowest compared OMol25 entry of this formula, charge and spin), eV: 0.000
F_max, eV/A: 1.02
Charge: -2
Energy, eV: -68538.14922

Record 5
C27H23F6N2O2 | ωB97M-V/def2-TZVPD

Geometry as XYZ:
```
60
C27H23F6N2O2 ωB97M-V/def2-TZVPD
C 1.91739 -3.55943 -0.88558
O 1.12357 -2.60244 -0.14801
C -0.20331 -2.86218 0.03412
C -0.83955 -4.01881 -0.46504
C -2.08945 -4.36660 0.04050
C -2.68698 -3.62907 1.05951
C -2.04991 -2.45467 1.51848
O -2.49517 -1.73910 2.57922
C -3.76522 -2.11461 3.16676
C -0.86753 -1.99661 0.91719
N -0.12436 -0.94719 1.58237
C 0.19063 -0.94738 2.94241
C 0.99753 0.09291 3.17341
N 1.22679 0.70980 1.94763
C 2.08226 1.88922 1.89559
C 0.52294 0.07890 0.98933
C 0.39619 0.38759 -0.43693
C -0.92961 1.09065 -0.77835
C -1.98570 0.29764 -1.21988
C -3.21519 0.84747 -1.59952
C -3.38226 2.22465 -1.48106
C -4.75498 2.79312 -1.72828
F -4.93534 4.00838 -1.13740
F -5.72550 1.95909 -1.23665
F -5.00906 2.95786 -3.06452
C -2.32881 3.04687 -1.12933
C -1.11704 2.47011 -0.70522
C 1.69823 0.96684 -0.98699
C 1.76668 2.14017 -1.74176
C 3.00926 2.73226 -1.95857
C 4.15809 2.07680 -1.54947
C 5.46986 2.79983 -1.69528
F 6.51241 2.12711 -1.13738
F 5.78585 3.02549 -3.01101
F 5.41312 4.03169 -1.08760
C 4.11582 0.78923 -1.02541
C 2.86883 0.24116 -0.72977
H 2.92331 -3.13821 -0.88314
H 1.91510 -4.53822 -0.38645
H 1.55397 -3.66130 -1.92000
H -0.31652 -4.67288 -1.16556
H -2.59193 -5.26159 -0.32722
H -3.60063 -3.97799 1.54513
H -3.90318 -1.38680 3.96753
H -4.57707 -2.03879 2.42833
H -3.74364 -3.13330 3.58355
H -0.19525 -1.68518 3.61547
H 1.43641 0.44404 4.08668
H 2.20180 2.25349 0.87522
H 1.64668 2.68245 2.53002
H 3.06961 1.63126 2.31127
H 0.30911 -0.61923 -0.85154
H -1.88020 -0.78638 -1.26776
H -4.03204 0.22547 -1.94055
H -2.43980 4.13316 -1.17211
H -0.32738 3.12208 -0.32369
H 0.86708 2.64299 -2.10585
H 3.07205 3.70962 -2.43617
H 5.03333 0.24501 -0.81895
H 2.82870 -0.73644 -0.25170
```

## Properties
E_LUMO, Ha: -0.0946
HOMO, eV: -11.810
Gap between HOMO and LUMO, eV: 9.2
Relative energy (zero: lowest compared OMol25 entry of this formula, charge and spin), eV: 0.000
F_max, eV/A: 1.72
Charge: +1
Structure (SMILES): COc1cccc(OC)c1-n1cc[n+](C)c1C(c1ccc(C(F)(F)F)cc1)c1ccc(C(F)(F)F)cc1
Energy, eV: -51747.10844

Record 6
C27H23GaN7O4Se5 | ωB97M-V/def2-TZVPD

Geometry as XYZ:
```
67
C27H23GaN7O4Se5 ωB97M-V/def2-TZVPD
Ga 1.06611 -0.49489 1.14855
Se -2.50582 3.63262 -0.16094
Se -2.09205 1.90786 1.32263
C -0.36921 2.49592 1.96493
C -0.32349 3.65806 2.72416
C 0.90128 4.12875 3.16075
C 2.03921 3.41587 2.82180
C 1.89793 2.24741 2.09491
N 0.71560 1.77890 1.67785
C -1.57405 2.93627 -1.70655
C -2.10564 3.19248 -2.96494
C -1.41894 2.69575 -4.06205
C -0.26727 1.95090 -3.85612
C 0.15827 1.75025 -2.55365
N -0.46919 2.25663 -1.49446
H -1.24343 4.17509 2.95492
H 0.96230 5.02917 3.75828
H 3.02715 3.73281 3.12312
H 2.76182 1.65210 1.84097
H -3.02809 3.74610 -3.07930
H -1.78956 2.87188 -5.06394
H 0.29732 1.53316 -4.67750
H 1.03881 1.15616 -2.34492
O 1.76995 -2.34688 1.35258
Se 2.60807 -2.06396 2.80171
O 1.82001 -2.72883 4.03648
O 2.27210 -0.38939 2.70251
O 4.18120 -2.35042 2.71788
C -0.84032 -3.67044 -5.87928
C -0.78018 -3.02734 -4.52210
C 0.40499 -2.92582 -3.82003
C 0.49011 -2.35710 -2.54786
C 1.85480 -2.29008 -1.93314
C -0.67480 -1.86569 -1.94595
Se -0.89463 -1.01144 -0.22460
C -1.89350 -1.94135 -2.65833
C -3.18244 -1.39687 -2.10759
C -1.92248 -2.52197 -3.91736
H 0.16002 -3.85297 -6.27212
H -1.37279 -3.04142 -6.59525
H -1.36107 -4.63037 -5.84051
H 1.31949 -3.30300 -4.26657
H 2.47632 -3.10179 -2.31367
H 1.84145 -2.37342 -0.85119
H 2.34953 -1.35454 -2.19868
H -3.09385 -0.33479 -1.86614
H -3.47529 -1.89907 -1.18273
H -3.98231 -1.52410 -2.83730
H -2.87127 -2.57087 -4.44301
N 3.22059 1.53618 -4.23154
C 3.43865 1.40724 -3.10063
N 3.75773 1.30593 -1.82902
C 3.00758 0.75746 -0.96810
N 2.34913 0.28816 -0.12843
Se -1.28711 -2.51370 2.70803
N -0.45584 -0.94821 2.87081
C -0.57715 -0.54916 4.12359
C 0.02240 0.62042 4.69185
C -0.20905 0.90055 5.99482
C -1.02091 0.05465 6.82412
C -1.57220 -1.08019 6.33652
C -1.34730 -1.42190 4.96540
N -1.80393 -2.51966 4.38872
H 0.68136 1.23196 4.09089
H 0.24790 1.77684 6.43732
H -1.16987 0.32533 7.86162
H -2.16415 -1.74722 6.94779
```

## Properties
E_LUMO, Ha: 0.0517
HOMO, eV: -5.054
Gap between HOMO and LUMO, eV: 6.5
F_max, eV/A: 0.53
Charge: -1
Energy, eV: -426102.15972